# C4H12N4

A cluster of 2 separate species, C4H12N4 in total at a distorted geometry (ωB97M-V/def2-TZVPD, the OMol25 dataset).

Calculated values
2S+1 = 1
LUMO level = -9.55 eV
orbital gap = 0.258 hartree
relative energy (zero: lowest compared OMol25 entry of this formula, charge and spin) = 555.7 kJ/mol
charge = +2

Structure (XYZ):
```
20
Properties=species:S:1:pos:R:3:nbo_charge:R:1
C -2.814 -1.016 -0.356 0.345
C -4.566 0.715 -0.025 0.131
C 4.198 0.138 -0.445 -0.822
C 3.222 -0.260 0.453 0.165
N -3.560 0.009 -0.330 -0.346
N -1.530 -0.861 -0.215 -0.378
N -0.952 0.239 0.391 -0.295
N 0.412 0.413 0.004 -0.684
H -3.325 -1.976 -0.520 0.277
H -4.982 1.392 -0.822 0.252
H -4.884 0.629 0.996 0.227
H 5.143 0.353 0.200 0.428
H 4.527 -0.721 -1.082 0.308
H 4.434 1.246 -0.637 0.395
H 2.615 -1.198 0.327 0.254
H 2.870 0.321 1.303 0.221
H -1.011 -1.680 -0.177 0.397
H -0.906 0.154 1.387 0.366
H 0.265 0.839 -0.875 0.376
H 0.845 1.266 0.425 0.382
```


# C29H32AsN3O3SZr

A structure of composition C29H32AsN3O3SZr at a distorted geometry (ωB97M-V/def2-TZVPD, the OMol25 dataset).

Calculated values
2S+1 = 1
LUMO level = -6.12 eV
orbital gap = 0.270 hartree
relative energy (zero: lowest compared OMol25 entry of this formula, charge and spin) = 103.2 kJ/mol
charge = +2

Structure (XYZ):
```
70
Properties=species:S:1:pos:R:3:nbo_charge:R:1
Zr -0.190 -1.308 0.355 1.833
C 0.388 -4.825 -0.350 -0.638
C 0.069 -3.582 -1.139 -0.073
C -1.257 -3.200 -1.385 -0.183
C -1.559 -2.056 -2.118 -0.257
C -0.527 -1.322 -2.701 -0.114
C 0.794 -1.720 -2.517 -0.219
C 1.088 -2.826 -1.729 -0.181
H -0.444 -5.109 0.292 0.230
H 1.278 -4.692 0.263 0.237
H 0.583 -5.656 -1.030 0.265
H -2.056 -3.822 -1.014 0.255
H -2.590 -1.792 -2.307 0.264
H -0.755 -0.476 -3.330 0.260
H 1.589 -1.186 -3.016 0.256
H 2.116 -3.132 -1.594 0.259
S -1.828 0.115 1.575 -0.159
C -1.538 1.858 1.426 -0.165
C -2.266 2.710 2.255 -0.205
C -2.156 4.085 2.102 -0.165
C -1.339 4.619 1.111 -0.216
C -0.613 3.771 0.290 -0.133
C -0.695 2.395 0.467 -0.392
As 0.302 1.189 -0.641 0.928
C 2.135 1.773 -0.440 -0.243
C 3.124 1.123 -1.175 -0.235
C 4.455 1.495 -1.043 -0.192
C 4.805 2.514 -0.165 -0.184
C 3.820 3.164 0.567 -0.203
C 2.485 2.795 0.431 -0.252
C -0.204 1.887 -2.354 -0.376
C 0.697 2.538 -3.181 -0.161
C 0.240 3.096 -4.372 -0.203
C -1.098 3.003 -4.724 -0.176
C -1.998 2.351 -3.884 -0.193
C -1.551 1.794 -2.698 -0.235
H -2.932 2.295 3.003 0.233
H -2.725 4.742 2.747 0.239
H -1.276 5.691 0.973 0.239
H 0.012 4.183 -0.492 0.221
H 2.868 0.325 -1.860 0.204
H 5.217 0.994 -1.627 0.233
H 5.842 2.803 -0.056 0.239
H 4.086 3.972 1.238 0.236
H 1.728 3.326 0.992 0.230
H 1.737 2.630 -2.913 0.222
H 0.938 3.612 -5.020 0.237
H -1.446 3.445 -5.649 0.239
H -3.046 2.289 -4.150 0.235
H -2.260 1.313 -2.033 0.218
N 1.500 0.552 2.685 -0.802
C 2.556 -0.459 2.568 -0.314
C 1.863 -1.376 1.607 0.800
O 0.914 -2.159 1.986 -0.737
O 1.919 -1.168 0.352 -0.709
H 1.875 1.480 2.818 0.405
H 0.858 0.343 3.439 0.391
H 2.831 -0.948 3.499 0.229
H 3.429 -0.033 2.079 0.248
C -4.144 -3.979 3.365 -0.439
N -3.453 -3.293 2.274 -0.554
C -2.141 -3.153 2.185 0.831
N -1.337 -3.658 3.115 -0.781
O -1.663 -2.554 1.156 -0.809
H -5.197 -4.050 3.112 0.250
H -4.053 -3.428 4.302 0.219
H -3.760 -4.992 3.484 0.219
H -3.988 -2.810 1.571 0.431
H -1.705 -4.047 3.966 0.425
H -0.350 -3.456 3.061 0.442
```


# C22H18Br2F5N2O5STi

A structure of composition C22H18Br2F5N2O5STi (ωB97M-V/def2-TZVPD, the OMol25 dataset).

Calculated values
2S+1 = 2
LUMO level (alpha / beta) = -0.82 / -0.83 eV
orbital gap (alpha / beta) = 0.288 / 0.290 hartree
relative energy (zero: lowest compared OMol25 entry of this formula, charge and spin) = 6.9 kJ/mol

Structure (XYZ):
```
56
Properties=species:S:1:pos:R:3:mulliken_spin:R:1
Ti -0.481 -0.335 -0.283 0.973
C -3.981 -0.231 -0.212 -0.001
C -3.400 0.336 -1.468 0.026
C -4.242 0.832 -2.489 -0.001
C -3.716 1.340 -3.640 0.011
C -2.316 1.367 -3.815 -0.004
C -1.623 1.868 -4.948 0.000
Br -2.594 2.586 -6.404 0.000
C -0.262 1.841 -5.004 -0.001
C 0.491 1.312 -3.935 -0.001
Br 2.368 1.293 -4.043 0.000
C -0.126 0.811 -2.820 0.002
O 0.504 0.298 -1.768 0.017
C -1.547 0.849 -2.766 0.014
N -2.088 0.349 -1.613 -0.015
H -5.041 -0.001 -0.139 0.001
H -3.474 0.182 0.660 -0.002
H -3.854 -1.314 -0.203 0.002
H -5.312 0.803 -2.337 0.000
H -4.360 1.723 -4.420 0.001
H 0.255 2.227 -5.871 0.000
C 3.988 -1.145 -0.900 -0.001
C 3.432 -0.454 0.312 -0.001
C 3.559 -1.005 1.585 -0.002
C 3.081 -0.340 2.702 0.004
C 2.445 0.881 2.543 -0.001
C 2.301 1.451 1.285 0.008
C 2.802 0.784 0.180 -0.009
S 1.792 1.761 3.922 -0.002
O 0.771 2.625 3.392 0.000
O 2.827 2.331 4.735 0.000
N 1.162 0.564 4.844 0.000
C 0.044 -0.307 4.467 0.000
C -1.035 0.299 3.568 0.004
C -0.757 0.123 2.105 0.004
O -1.261 0.892 1.226 -0.001
O -0.068 -0.859 1.690 -0.015
H 4.099 -2.215 -0.733 0.000
H 4.970 -0.737 -1.148 0.000
H 3.338 -0.994 -1.763 0.000
H 4.036 -1.971 1.702 0.000
H 3.182 -0.773 3.689 0.000
H 1.791 2.400 1.183 -0.002
H 2.699 1.221 -0.805 0.002
H 1.250 0.800 5.821 0.000
H -0.411 -0.624 5.403 0.000
H 0.436 -1.200 3.978 0.000
H -1.229 1.348 3.773 0.000
H -1.967 -0.252 3.736 0.000
F -2.066 -2.884 -0.183 0.008
C -0.905 -2.420 -0.792 -0.018
F -1.153 -2.482 -2.156 0.006
C 0.147 -3.496 -0.525 -0.009
F -0.151 -4.688 -1.054 0.000
F 1.325 -3.103 -1.052 0.001
F 0.328 -3.667 0.791 0.000
```


# C22H21O3PSe2Sr

A structure of composition C22H21O3PSe2Sr at a distorted geometry (ωB97M-V/def2-TZVPD, the OMol25 dataset).

Calculated values
2S+1 = 1
LUMO level = -1.01 eV
orbital gap = 0.182 hartree
relative energy (zero: lowest compared OMol25 entry of this formula, charge and spin) = 356.3 kJ/mol

Structure (XYZ):
```
50
Properties=species:S:1:pos:R:3:nbo_charge:R:1
Sr -2.315 -0.666 -0.229 1.638
C 0.478 2.250 3.661 -0.646
C 1.073 1.618 2.434 0.068
C 1.935 0.533 2.533 -0.248
C 2.274 -0.210 1.408 -0.222
C 1.693 0.082 0.183 -0.235
C 0.878 1.204 0.052 -0.241
C 0.625 1.990 1.167 -0.241
H 1.047 2.011 4.560 0.209
H -0.537 1.864 3.804 0.212
H 0.387 3.333 3.569 0.216
H 2.311 0.241 3.508 0.203
H 2.952 -1.050 1.502 0.209
H 1.873 -0.532 -0.690 0.251
H 0.446 1.426 -0.912 0.240
H 0.093 2.929 1.057 0.207
Se -2.857 1.701 1.334 -0.564
P -2.852 -0.226 2.325 0.821
Se -1.006 -1.335 2.238 -0.539
C -4.092 -1.279 1.340 -0.472
C -4.910 -0.698 0.352 -0.339
C -5.731 -1.528 -0.401 -0.213
C -5.746 -2.897 -0.158 -0.138
C -4.939 -3.455 0.823 -0.194
C -4.078 -2.652 1.566 -0.215
C -3.611 -0.129 3.956 -0.323
C -4.917 0.344 4.067 -0.210
C -5.480 0.497 5.321 -0.195
C -4.735 0.198 6.457 -0.185
C -3.440 -0.280 6.342 -0.205
C -2.873 -0.453 5.087 -0.204
H -4.890 0.387 0.240 0.269
H -6.384 -1.100 -1.151 0.234
H -6.420 -3.531 -0.718 0.222
H -4.986 -4.518 1.020 0.231
H -3.448 -3.040 2.356 0.257
H -5.479 0.592 3.175 0.224
H -6.495 0.859 5.418 0.221
H -5.172 0.336 7.438 0.221
H -2.865 -0.514 7.229 0.223
H -1.868 -0.840 4.974 0.241
C -1.500 1.246 -4.426 -0.250
O -0.135 0.977 -4.223 -0.603
C 0.189 0.269 -3.044 0.275
O 1.368 0.070 -2.878 -0.707
H -1.727 2.288 -4.177 0.162
H -2.109 0.589 -3.793 0.146
H -1.734 1.075 -5.477 0.176
O -0.505 -3.163 -0.727 -0.571
C 0.614 -3.307 -0.786 0.583
```